one.
15
Properties=species:S:1:pos:R:3 method="wB97M-V/def2-TZVPD" lumo_ev=3.893 gap_ev=8.10 total_charge=-1 e_homo_ev=-4.206
C 3.8270 -0.9034 -1.3676
C -2.7624 1.7132 -1.1396
C 2.7365 -0.6609 -0.6275
N -1.6828 0.8672 -1.5574
O -0.4305 -1.1202 -1.0836
O -1.1350 0.2365 0.8750
S -1.3828 -0.1535 -0.5013
H 4.8663 -0.7843 -1.0202
H 3.6683 -1.1205 -2.4155
H -2.5222 -0.8202 -0.2491
H -2.3662 2.4863 -0.4044
H -3.4610 1.1847 -0.6006
H -3.3692 2.1729 -1.9960
H 2.6695 -0.3381 0.3893
H 1.8024 -0.5324 -1.1179

two.
15
Properties=species:S:1:pos:R:3 method="wB97M-V/def2-TZVPD" lumo_ev="3.278 / 3.241" gap_ev="6.25 / 6.10" total_charge=-1 e_homo_ev="-2.971 / -2.860"
C 0.3922 1.0701 -1.7682
C 0.2377 0.6964 1.4375
C -1.1623 -1.3595 0.0724
N -1.0052 0.8381 0.6759
O -2.0797 1.7298 -1.3509
O -0.2689 2.9887 -0.2141
S -0.7682 1.7127 -0.6992
H 0.0285 0.0462 -2.0300
H 1.3937 0.9221 -1.4131
H -0.0451 -0.1047 2.2961
H 0.9353 0.1967 0.8357
H 0.5990 1.6205 1.7943
H -0.2183 -1.3045 -0.4458
H -1.3693 -1.9417 0.9589
H -2.0062 -1.3395 -0.6265

three.
15
Properties=species:S:1:pos:R:3 method="wB97M-V/def2-TZVPD" lumo_ev=3.995 gap_ev=7.19 total_charge=-1 e_homo_ev=-3.190
O 1.0019 1.6029 -0.6163
C 1.3820 0.5303 -0.1428
C 0.5496 -0.8856 -0.4020
C -0.5521 -1.0056 0.6156
S 0.3621 -0.2482 2.0468
N 0.1906 -1.2494 -1.6959
H 2.2977 0.2761 0.3404
H 1.4428 -1.6106 -0.0976
H -1.3426 -0.2712 0.4434
H -0.9324 -1.9456 0.8056
H 0.8389 -0.9257 -2.4812
H -0.7492 -1.1471 -1.8909
H -1.2032 1.8772 1.6207
H -1.4578 2.5809 0.3091
O -1.8284 2.4217 1.1451

The most stable arrangement is three, and the next structure is 29.4 kcal/mol less stable.

one.
21
Properties=species:S:1:pos:R:3 method="wB97M-V/def2-TZVPD" smiles="O=CNC(=O)CCO.O.O" lumo_ev=0.282 gap_ev=10.33 total_charge=0 e_homo_ev=-10.046
O 0.0427 -0.8342 3.3697
C 0.5052 -0.4736 2.3106
N 0.3046 0.8842 1.9631
C 0.2431 1.2981 0.6363
O -0.3571 2.3646 0.5054
C 1.1188 0.8452 -0.4998
C 0.1826 0.8257 -1.7854
O -0.1707 -0.5038 -2.0179
H 1.1653 -1.1749 1.7993
H 0.0012 1.4993 2.7040
H 1.6094 -0.1336 -0.4731
H 1.8347 1.6382 -0.6721
H -0.5912 1.6083 -1.6110
H 0.7037 1.3129 -2.6348
H -0.9111 -0.6162 -2.6341
O -2.4810 -0.6835 -0.2583
H -1.7892 -0.5437 -0.9315
H -2.1797 -0.2171 0.5344
O 0.5712 -2.2219 0.1091
H 0.2177 -1.8977 -0.7258
H -0.0201 -2.9762 0.3120

two.
21
Properties=species:S:1:pos:R:3 method="wB97M-V/def2-TZVPD" smiles="CC(=O)NCC(=O)O.O.O" lumo_ev=0.557 gap_ev=10.57 total_charge=0 e_homo_ev=-10.009
C -1.5232 1.8985 1.4936
C -1.3041 0.4412 1.1383
O -2.1965 -0.3890 1.2615
N -0.1310 0.0272 0.5778
C 0.9573 0.8827 0.1809
C 2.2621 0.1414 -0.1799
O 3.0420 -0.5153 0.4388
O 2.5038 0.5073 -1.4661
H -2.1241 2.4057 0.7482
H -1.8789 1.9835 2.5190
H -0.5699 2.4317 1.5742
H -0.1203 -0.9189 0.2799
H 0.7398 1.4455 -0.7266
H 1.2195 1.5760 0.9813
H 3.2303 0.1226 -1.9380
O 0.7013 -1.6473 -1.9408
H 0.6549 -1.9298 -2.8505
H -0.2040 -1.4444 -1.6192
O -1.7356 -2.3255 -0.5255
H -1.1710 -2.8865 0.0339
H -2.3525 -1.8066 0.0194

The most stable arrangement is two, and the next structure is 26.1 kcal/mol less stable.

one.
9
Properties=species:S:1:pos:R:3 method="wB97M-V/def2-TZVPD" lumo_ev=-0.023 gap_ev=8.93 total_charge=0 e_homo_ev=-8.957
C 0.0203 1.6241 -0.3552
C -1.2968 0.0656 0.3659
N -0.6860 1.2667 0.6698
O 0.0112 0.9136 -1.4145
P -0.8740 -0.4715 -1.2613
Cl -2.2527 -0.7331 1.4926
Cl 2.0960 -2.4037 1.0299
H 0.7530 2.3304 -0.2805
H 2.2290 -2.5920 -0.2466

two.
9
Properties=species:S:1:pos:R:3 method="wB97M-V/def2-TZVPD" lumo_ev=-0.030 gap_ev=8.99 total_charge=0 e_homo_ev=-9.024
C 1.1436 1.0322 0.7205
C -0.7558 0.2715 0.0833
N 0.1684 0.2985 1.0835
O 1.0851 1.6589 -0.4325
P -0.2662 1.1928 -1.2472
Cl -2.3264 -0.4061 0.3734
Cl 0.0375 -2.3269 -0.7662
H 2.1893 0.9629 1.0529
H -1.2757 -2.6838 -0.8676

The most stable arrangement is one, and the next structure is 7.8 kcal/mol less stable.

one.
17
Properties=species:S:1:pos:R:3 method="wB97M-V/def2-TZVPD" lumo_ev=-0.320 gap_ev=8.23 total_charge=0 e_homo_ev=-8.547
C -0.8352 -0.3607 1.9894
C -2.0026 1.2175 0.8053
C 1.1984 0.4903 -0.0770
C 2.2364 -1.2641 -2.9859
H 0.1475 -0.9548 2.1004
H -1.3861 -1.4159 1.6734
H -1.4799 -0.3128 2.8514
H -2.9752 0.0442 1.8265
H -2.2509 0.9713 -0.8997
H -2.0028 2.8435 1.3084
H 1.8133 1.0479 0.7423
H 3.4239 -0.9461 -3.0812
H 1.7374 -2.2879 -3.4477
N -0.7092 0.6950 1.0363
N -0.1656 0.3310 -0.2705
N 1.3558 -0.5774 -2.1874
O 1.8947 0.4790 -1.3840

two.
17
Properties=species:S:1:pos:R:3 method="wB97M-V/def2-TZVPD" smiles=CN(N)[C@H](O)CC#N lumo_ev=0.755 gap_ev=9.86 total_charge=0 e_homo_ev=-9.102
C -1.2637 -0.4766 1.7491
N -0.1176 -0.0829 0.9436
N 0.8532 -1.0935 0.9854
C -0.5153 0.3234 -0.4667
O -0.6376 -0.7464 -1.3486
C 0.4978 1.3960 -0.8835
C 1.5242 0.8936 -1.8599
N 2.1666 0.2976 -2.6016
H -0.8854 -0.7088 2.7509
H -1.9530 0.3634 1.8099
H -1.7823 -1.3564 1.3425
H 0.5989 -1.9063 0.4186
H 1.7439 -0.7234 0.6642
H -1.5113 0.7739 -0.3878
H 0.2298 -0.9607 -1.7269
H 1.0666 1.7716 -0.0331
H -0.0148 2.2355 -1.3561

three.
17
Properties=species:S:1:pos:R:3 method="wB97M-V/def2-TZVPD" lumo_ev=-0.266 gap_ev=8.68 total_charge=0 e_homo_ev=-8.945
C 0.0086 -0.7603 -1.9832
C 0.2055 0.6703 -1.5263
C 0.0019 1.9979 0.4518
N -0.4715 1.0079 -0.3413
O 0.8518 1.4767 -2.1599
H 0.7479 -1.4008 -1.4959
H -0.9869 -1.1304 -1.7326
H 0.1634 -0.8124 -3.0584
H 0.9262 2.4843 0.1511
H -0.7356 2.6047 0.9707
N -0.2313 -1.9893 1.6234
C -0.0384 -0.6647 1.5179
N 0.4937 0.1986 2.2077
H -0.0011 -2.4722 2.4790
H -0.8113 -2.4693 0.9601
H 0.4490 1.2305 1.6009
H -0.5719 0.0283 0.3349

four.
17
Properties=species:S:1:pos:R:3 method="wB97M-V/def2-TZVPD" smiles="CNC(C)=O.N#CN" lumo_ev=0.728 gap_ev=9.95 total_charge=0 e_homo_ev=-9.227
C 1.7984 -0.7963 -0.4820
N 0.4719 -0.7334 0.1207
C 0.1454 0.4322 0.9198
C -0.7134 0.1569 2.1206
O 0.6637 1.4839 0.6160
H 1.7809 -1.4783 -1.3335
H 2.0477 0.1943 -0.8557
H 2.5519 -1.1169 0.2373
H 0.1727 -1.6216 0.5081
H -1.5815 -0.4455 1.8593
H -0.1557 -0.4241 2.8557
H -1.0793 1.0951 2.5295
N -2.3158 -0.0497 -0.5064
C -1.4001 0.1372 -1.2231
N -0.9121 0.8720 -2.2466
H 0.0485 1.1820 -2.1082
H -1.5232 1.1122 -3.0115

The most stable arrangement is four, and the next structure is 11.5 kcal/mol less stable.

one.
17
Properties=species:S:1:pos:R:3 method="wB97M-V/def2-TZVPD" lumo_ev=0.843 gap_ev=9.98 total_charge=0 e_homo_ev=-9.142
H -2.0872 1.0968 2.2614
N -2.1679 0.7258 1.3487
C -1.0454 0.1735 1.0105
C 0.1289 0.0516 1.9479
O 0.8387 -1.1402 1.9578
N -0.8334 -0.3576 -0.2686
N 0.5491 -0.2568 -0.6857
C 0.7006 0.6624 -1.7945
C 0.6454 -0.8040 -2.0203
H -0.2727 0.1197 2.9556
H 0.7586 0.9167 1.7868
H 1.4628 -1.0316 1.2188
H -1.5048 -0.0083 -0.9633
H -0.1449 1.2022 -2.1677
H 1.6646 1.1658 -1.8651
H -0.2677 -1.1919 -2.4943
H 1.5754 -1.3242 -2.2283

two.
17
Properties=species:S:1:pos:R:3 method="wB97M-V/def2-TZVPD" smiles="[H]/N=C/N(C)/N=C/OC" lumo_ev=0.942 gap_ev=9.20 total_charge=0 e_homo_ev=-8.253
H 0.3033 3.1127 -1.3098
N 0.0217 2.1813 -1.0268
C 0.7334 1.2164 -1.4470
N 0.5603 -0.1170 -1.0572
C 1.4025 -1.0589 -1.6769
N 0.0083 -0.4598 0.1572
C -0.6712 0.3596 0.8414
O -1.2159 -0.1673 1.9832
C -0.9937 -1.5305 2.2149
H 1.4308 1.3161 -2.3197
H 2.2936 -0.5917 -2.1220
H 1.6871 -1.7486 -0.9759
H 0.8387 -1.6047 -2.4561
H -0.9491 1.3490 0.5815
H -1.0782 -2.1030 1.2208
H -1.8002 -1.8223 2.9185
H 0.0426 -1.7203 2.4898

The most stable arrangement is two, and the next structure is 6.3 kcal/mol less stable.

one.
15
Properties=species:S:1:pos:R:3 method="wB97M-V/def2-TZVPD" smiles="C=C(N)/C=C/C" lumo_ev=1.095 gap_ev=9.30 total_charge=0 e_homo_ev=-8.201
C -0.0623 1.2546 1.9491
C 0.4926 0.8621 0.8026
N 1.8606 1.1682 0.5732
C -0.1259 0.3191 -0.4098
C -0.6571 -0.8910 -0.5298
C -1.0776 -1.6138 -1.7438
H 0.3538 1.5631 2.8989
H -1.1349 1.1358 2.1081
H 2.3561 0.4778 0.0109
H 2.3749 1.5054 1.3634
H -0.1561 1.0747 -1.1956
H -0.6509 -1.4197 0.4261
H -1.8425 -2.3629 -1.5550
H -0.2077 -2.0964 -2.1860
H -1.5230 -0.9770 -2.5123

two.
15
Properties=species:S:1:pos:R:3 method="wB97M-V/def2-TZVPD" smiles="C=N/C=C/CC" lumo_ev=0.634 gap_ev=9.34 total_charge=0 e_homo_ev=-8.708
C 1.4672 2.4385 -0.9240
N 1.7682 1.7961 0.1576
C 0.9400 0.8395 0.6793
C 0.0831 0.0085 0.0662
C -0.9484 -0.7761 0.6139
C -1.0921 -2.0839 -0.1141
H 2.1108 3.3299 -1.3106
H 0.5810 2.1866 -1.5128
H 1.0037 0.8510 1.7999
H 0.1594 0.0676 -0.9788
H -0.8002 -0.9215 1.7220
H -1.8984 -0.2946 0.3980
H -0.3824 -2.2902 -0.8525
H -2.1839 -2.2136 -0.2821
H -0.8079 -2.9380 0.5379

three.
15
Properties=species:S:1:pos:R:3 method="wB97M-V/def2-TZVPD" smiles="C=C(N)/C=C/C" lumo_ev=0.679 gap_ev=8.03 total_charge=0 e_homo_ev=-7.348
C -0.1530 1.7124 -0.6055
C -0.9426 0.5461 -0.3270
N -2.0665 0.4477 -1.0765
C -0.2002 -0.5556 0.2244
C 1.1200 -0.5445 0.5175
C 2.0001 -1.4492 1.3699
H -0.2907 2.3277 -1.5079
H 0.8803 1.8293 -0.0590
H -2.3156 -0.4421 -1.5714
H -2.4671 1.3825 -1.2372
H -0.6702 -1.5466 0.3727
H 1.6428 0.0594 -0.2206
H 2.7127 -1.9568 0.7574
H 2.6811 -0.8577 2.0824
H 1.3456 -2.1845 1.8431

four.
15
Properties=species:S:1:pos:R:3 method="wB97M-V/def2-TZVPD" smiles="C=C/C=C/CN" lumo_ev=1.080 gap_ev=9.79 total_charge=0 e_homo_ev=-8.707
C 2.9040 0.2663 0.1064
C 1.8772 -0.5869 -0.2401
C 0.4718 -0.4463 0.0324
C -0.2962 0.6557 -0.1134
C -1.7918 0.6636 -0.0530
N -2.3176 -0.7547 -0.1081
H 2.4930 1.1050 0.6402
H 3.9289 0.0888 -0.1585
H 2.1791 -1.6377 -0.6684
H -0.0913 -1.4431 0.4805
H 0.1329 1.6058 -0.5029
H -2.0817 1.1954 -0.9776
H -2.2397 1.3381 0.8053
H -3.3619 -0.7183 0.0754
H -1.8068 -1.3317 0.6819

The most stable arrangement is one, and the next structure is 23.9 kcal/mol less stable.